(1)
DFT (wB97M-V/def2-TZVPD) results for a cluster of 9 separate species, C20H38B6F24N4O2 in total at a distorted geometry.

```
94
C20H38B6F24N4O2 (wB97M-V/def2-TZVPD)
F -5.334 -1.876 8.285
F -5.452 -0.488 6.464
F -3.912 -4.124 2.589
F -2.447 -3.210 9.362
F -6.872 -0.121 8.217
F -8.104 -4.754 9.492
F -5.177 -11.500 6.238
F -1.903 -3.614 3.687
F -10.568 -4.964 4.646
F -2.981 -11.989 5.793
F -6.764 -5.929 10.905
F -3.963 -3.489 4.748
F -3.095 -3.561 11.474
F -7.179 -1.962 6.901
F -3.655 -11.657 7.976
F -2.202 -5.361 10.282
F -8.605 -6.931 10.008
F -8.906 -5.290 11.593
F -3.522 -9.888 6.524
F -0.835 -3.669 10.954
F -3.039 -5.544 4.144
F -9.878 -3.506 6.303
F -8.358 -4.368 4.781
F -9.895 -2.841 4.086
O -6.377 -7.131 6.515
O -10.386 -7.626 6.097
N -2.165 -10.315 2.606
N -7.010 -5.404 1.955
N -5.915 -4.353 6.875
N -10.439 -5.895 8.077
C -8.052 -4.372 1.831
C -4.280 -8.615 2.146
C -1.107 -11.298 2.840
C -2.932 -9.913 3.628
C -10.896 -7.276 8.404
C -5.071 -6.461 1.163
C -12.394 -7.218 8.667
C -2.476 -9.957 1.347
C -3.518 -9.099 1.089
C -3.990 -9.067 3.440
C -5.261 -7.522 2.046
C -10.076 -8.454 5.014
C -6.427 -7.520 2.797
C -5.920 -5.390 1.166
C -4.610 -5.717 8.560
C -6.420 -8.509 6.668
C -5.078 -6.610 6.296
C -10.477 -8.273 7.339
C -4.814 -5.342 7.094
C -7.224 -6.390 2.833
B -8.083 -5.709 10.543
B -9.695 -3.901 4.992
B -6.193 -1.128 7.484
B -3.860 -11.261 6.663
B -3.164 -4.172 3.812
B -2.145 -3.969 10.512
H -6.788 -4.863 6.728
H -4.578 -8.697 4.269
H -4.345 -7.322 6.693
H -6.075 -3.659 7.622
H -11.126 -5.273 8.501
H -4.491 -4.893 9.258
H -3.898 -4.927 6.675
H -9.009 -8.703 4.980
H -5.520 -6.250 8.853
H -9.493 -8.696 7.580
H -5.827 -3.764 6.040
H -9.514 -5.653 8.483
H -10.653 -9.387 4.993
H -3.590 -8.680 0.095
H -0.793 -11.168 3.879
H -8.999 -4.836 2.078
H -12.595 -6.478 9.444
H -3.742 -6.363 8.643
H -7.776 -3.521 2.448
H -11.156 -9.137 7.360
H -8.012 -6.272 3.569
H -1.832 -10.363 0.581
H -2.706 -10.295 4.622
H -0.194 -11.103 2.285
H -5.930 -4.614 0.417
H -12.928 -6.897 7.766
H -10.402 -5.617 7.085
H -10.386 -7.614 9.302
H -6.088 -9.136 5.821
H -8.122 -4.064 0.788
H -6.778 -8.373 3.364
H -4.202 -6.384 0.523
H -1.487 -12.314 2.788
H -4.795 -6.479 5.242
H -5.736 -8.896 7.436
H -7.413 -8.844 6.966
H -10.361 -7.901 4.118
H -12.819 -8.179 8.945
```

Computed properties:
Total charge: -2
Spin multiplicity: 1
LUMO, eV: 0.48
Energy above the lowest of the compared OMol25 structures with the same formula, charge and spin, kJ/mol: 0.0
E, eV: -100729.3292
F_max, Eh/bohr: 0.0345
HOMO level, eV: -4.89
Kohn-Sham gap, Ha: 0.1976

***

(2)
DFT (wB97M-V/def2-TZVPD) results for a structure of composition C35H34ClNOSi2Ta at a distorted geometry.

```
75
C35H34ClNOSi2Ta (wB97M-V/def2-TZVPD)
Ta -0.267 -0.638 3.148
Cl 1.389 0.509 1.988
Si -0.971 -0.294 -2.915
Si 1.781 0.727 -1.232
O 0.983 -1.921 4.423
N 0.569 0.570 4.953
C 0.604 3.307 -1.246
C 1.971 0.677 6.918
C -0.246 3.275 -5.984
C 1.501 1.952 7.205
C 2.001 -1.324 5.379
C -1.485 2.215 -4.186
C 1.244 -3.516 -4.422
C -2.134 -0.920 2.075
C 2.053 -1.883 -0.185
C -1.349 3.244 -5.128
C -1.830 -1.772 4.229
C 1.813 -3.214 0.148
C 1.483 0.017 5.784
C 1.050 -1.020 -0.671
C 0.516 -3.718 0.141
C 0.366 1.981 -0.811
C -1.831 -2.115 2.829
C 0.723 -3.622 -5.716
C 0.102 1.810 5.227
C -1.547 4.070 -0.423
C 0.601 1.259 -4.930
C -2.296 0.170 3.019
C -0.341 4.319 -1.086
C -0.332 -2.783 -6.099
C -1.779 2.798 0.096
C 0.570 2.518 6.330
C -0.282 -1.529 -0.547
C -0.283 -1.690 -3.933
C 0.751 -2.556 -3.540
C -2.107 -0.362 4.346
C -0.837 1.776 -0.099
C 0.736 2.283 -5.878
C -0.539 1.182 -4.096
C -0.837 -1.825 -5.221
C -0.526 -2.858 -0.166
H -1.748 -2.486 5.049
H -1.054 0.807 0.355
H 2.944 -1.220 4.814
H -2.363 2.195 -3.539
H 2.751 0.166 7.490
H 1.374 0.489 -4.886
H -1.648 -1.168 -5.536
H 1.553 3.533 -1.729
H 3.057 -1.487 -0.045
H 1.106 -4.379 -6.410
H -1.837 -3.117 2.412
H -2.280 4.866 -0.296
H 1.606 2.313 -6.539
H -2.699 2.594 0.656
H -0.147 4.077 -6.718
H 2.100 -2.005 6.237
H 2.643 -3.856 0.439
H -2.126 4.012 -5.207
H -1.545 -3.233 -0.133
H 2.027 -4.202 -4.098
H -2.429 -0.205 -2.580
H 1.875 2.504 8.077
H -0.132 5.318 -1.472
H 0.320 -4.766 0.387
H 1.151 -2.879 4.302
H -2.483 -0.907 1.049
H -2.260 0.176 5.276
H -0.763 -2.877 -7.094
H 0.207 3.528 6.480
H 3.134 1.081 -0.672
H 1.181 -2.457 -2.547
H -0.633 2.221 4.521
H -2.691 1.154 2.775
H -1.176 -0.887 -0.541
```

Computed properties:
Total charge: +3
Spin multiplicity: 1
LUMO (spin up / spin down), eV: -11.18 / -11.27
E, eV: -70184.5159
F_max, Eh/bohr: 0.1078
HOMO level (spin up / spin down), eV: -15.12 / -14.82
Kohn-Sham gap (spin up / spin down), Ha: 0.1445 / 0.1303

***

(3)
DFT (wB97M-V/def2-TZVPD) results for a structure of composition C10H17Cl2HfNO5 at a distorted geometry.

```
36
C10H17Cl2HfNO5 (wB97M-V/def2-TZVPD)
Hf 0.489 0.216 1.914
Cl 1.742 -1.725 2.367
Cl 1.897 1.247 0.541
O -0.845 -2.072 0.187
O -1.063 1.158 1.399
O 0.928 1.097 3.912
O -0.625 -0.430 3.975
O 0.183 0.369 5.900
N 0.137 0.337 4.683
C -2.254 -1.433 -2.066
C -1.075 -0.655 -2.409
C 0.371 1.118 -2.690
C 0.881 2.515 -2.827
C 1.137 -0.050 -2.661
C 0.252 -1.143 -2.479
C 0.709 -2.563 -2.332
C -2.156 1.663 -2.383
C 2.599 -0.094 -2.744
C -1.027 0.768 -2.501
H 0.083 3.210 -2.959
H -2.848 1.316 -1.597
H 3.073 0.346 -1.860
H -2.093 -1.765 -0.983
H -1.668 2.045 1.372
H -0.076 -3.141 -1.837
H 1.476 2.802 -1.950
H -2.328 -2.320 -2.696
H 0.948 -2.993 -3.312
H 1.561 2.577 -3.705
H -2.730 1.724 -3.329
H 1.595 -2.621 -1.693
H 2.961 0.430 -3.624
H -3.183 -0.844 -2.192
H -0.165 -2.622 0.746
H 2.944 -1.163 -2.806
H -1.829 2.698 -2.130
```

Computed properties:
Total charge: -2
Spin multiplicity: 1
LUMO, eV: 4.68
Energy above the lowest of the compared OMol25 structures with the same formula, charge and spin, kJ/mol: 365.2
E, eV: -48724.5500
F_max, Eh/bohr: 0.1122
HOMO level, eV: 1.19
Kohn-Sham gap, Ha: 0.1284